The following is a quantum chemistry calculation of a 3-piece molecular cluster, C18H38ClN2O2 overall at a distorted geometry, from the Open Molecules 2025 dataset.

Kohn-Sham gap: 0.27232 Eh
ΔE to the lowest compared entry with this formula, charge and spin: 14.00 kcal per mole
E_tot: -38880.250 eV
Total charge: -1

XYZ file:
```
61
Properties=species:S:1:pos:R:3:forces:R:3
Cl 0.0512 0.9960 3.2495 0.2 -0.2 -0.4
C -2.2069 -1.4875 -0.9545 0.4 -0.5 0.3
C -2.7244 -0.2965 -0.1466 0.0 0.2 0.5
C -3.9432 0.3685 -0.8060 -0.3 -1.1 -0.6
C -5.2654 -0.3949 -0.6609 -0.1 0.6 0.3
C -5.5363 -0.7669 0.7914 0.5 -0.3 -0.3
C -4.3222 -1.3686 1.5526 -0.7 -0.9 -0.5
N -3.0746 -0.6939 1.2478 -0.9 1.9 -0.4
O -2.0143 -1.2937 1.9373 0.3 -0.6 -0.5
C -4.6344 -1.2204 3.0338 1.0 0.5 0.5
C -4.2635 -2.8657 1.1876 -0.7 -0.4 0.4
C -1.6514 0.7907 -0.0227 0.5 0.1 -0.4
H -1.5717 -1.2112 -1.7985 -0.4 0.2 -0.3
H -3.0266 -2.1484 -1.2338 0.1 0.1 -0.4
H -1.5414 -2.1041 -0.3420 -0.1 0.2 0.3
H -4.0894 1.3873 -0.4533 0.2 0.0 0.2
H -3.7212 0.3909 -1.8771 0.1 0.4 0.0
H -5.3657 -1.2621 -1.3167 0.4 -0.1 0.0
H -6.0598 0.2968 -0.9611 -0.1 -0.1 -0.2
H -6.3022 -1.5462 0.7945 -0.1 0.1 0.2
H -5.9424 0.0953 1.3222 0.2 0.1 0.1
H -5.5286 -1.7267 3.3941 -0.1 -0.2 -0.3
H -3.7619 -1.5733 3.5897 -0.2 0.0 0.2
H -4.7318 -0.1530 3.2445 0.0 0.0 0.1
H -3.4683 -3.3947 1.7116 0.3 0.2 -0.3
H -5.1936 -3.3524 1.5092 0.0 0.1 0.1
H -4.2326 -3.0243 0.1111 0.3 0.0 0.0
H -1.1621 1.0905 -0.9573 -0.3 -0.5 -0.3
H -0.8259 0.4504 0.6011 -0.1 0.4 0.2
H -2.0735 1.7272 0.3392 0.0 -0.2 0.6
H -1.3325 -0.5957 1.9951 -0.1 0.1 0.8
C 3.6749 3.2904 0.4614 -0.4 -0.1 0.1
C 3.8058 2.1062 -0.4924 0.2 0.1 -1.0
C 5.2728 1.6904 -0.5388 1.5 0.2 0.6
C 5.5791 0.3193 -1.1416 -0.4 0.3 -0.1
C 4.6873 -0.7344 -0.5173 -0.6 0.2 0.6
C 3.1738 -0.3428 -0.5953 0.9 -1.5 -0.6
N 3.0237 0.9823 -0.0182 0.2 -0.6 1.0
O 1.6561 1.3005 0.1404 0.3 0.2 -0.3
C 2.6671 -0.5086 -2.0565 -0.9 1.0 1.0
C 2.4500 -1.3730 0.2808 -0.3 0.2 0.0
C 3.4178 2.5527 -1.9239 0.4 0.6 -1.0
H 3.8777 2.9839 1.4878 0.2 0.0 0.0
H 2.6664 3.7049 0.4579 0.0 -0.1 -0.1
H 4.3685 4.0674 0.1372 0.1 0.0 0.1
H 5.8990 2.4616 -1.0098 -0.6 0.0 -0.7
H 5.7719 1.7619 0.4397 -0.7 -0.5 0.4
H 6.6478 0.1354 -1.0191 0.0 -0.3 0.0
H 5.3649 0.3077 -2.2150 0.2 0.2 -0.1
H 4.8661 -0.8598 0.5551 0.4 0.2 0.0
H 4.8220 -1.7271 -0.9520 0.0 0.1 -0.2
H 1.6878 -0.0139 -2.0602 0.1 0.2 -0.3
H 3.3413 0.0203 -2.7233 -0.1 -0.4 -0.4
H 2.4188 -1.5355 -2.3157 0.7 -0.2 -0.1
H 2.5898 -2.3941 -0.0805 0.3 0.1 -0.2
H 2.8287 -1.3256 1.3022 -0.2 0.1 0.1
H 1.3723 -1.2035 0.2663 0.0 0.1 0.2
H 2.4139 2.2505 -2.2145 -0.1 0.4 0.2
H 4.0756 2.2155 -2.7387 0.0 -0.8 0.4
H 3.5916 3.6249 -2.0853 -0.7 0.1 0.5
H 1.5044 1.1291 1.0875 -0.4 0.2 0.2
```
Forces are in eV/Å.

=====

The following is a quantum chemistry calculation of C18H38N3O2PSiZr as an isolated structure at a distorted geometry, from the Open Molecules 2025 dataset.

Kohn-Sham gap: 0.19926 Eh
ΔE to the lowest compared entry with this formula, charge and spin: 0.00 kcal per mole
E_tot: -46293.666 eV

XYZ file:
```
64
Properties=species:S:1:pos:R:3:forces:R:3
Zr 0.0391 0.1061 0.1525 -4.1 -0.9 -3.0
Si 0.2016 -2.2707 -1.4117 0.0 0.5 0.5
P 0.5363 1.2548 -2.2337 -0.3 -0.5 0.1
N -1.8534 0.1584 -0.4192 3.5 0.6 1.5
H 0.6936 1.7897 0.4845 0.5 1.0 0.1
C 0.8528 3.0404 -2.1397 0.1 0.3 -0.1
H 1.0211 3.4756 -3.1328 0.0 0.0 0.2
H 1.7254 3.2093 -1.4978 -0.2 0.0 -0.2
H -0.0030 3.5271 -1.6553 0.2 -0.1 -0.1
C 1.9578 0.6162 -3.1754 0.3 0.1 -0.3
H 2.1019 1.2161 -4.0830 0.1 -0.2 0.1
H 1.7997 -0.4356 -3.4476 -0.1 0.3 0.1
H 2.8646 0.6678 -2.5577 -0.2 0.0 -0.1
C -0.8600 1.1120 -3.4005 -0.1 0.1 -0.1
H -0.6440 1.6369 -4.3393 -0.1 -0.1 0.1
H -1.7564 1.5394 -2.9338 0.2 -0.1 0.0
H -1.0752 0.0549 -3.5993 0.1 0.2 0.1
C 1.9026 -3.1016 -1.5533 0.0 -0.4 -0.2
H 2.2898 -3.3013 -0.5416 0.1 0.0 -0.3
H 2.5968 -2.4458 -2.1011 0.0 -0.3 0.2
H 1.7995 -4.0593 -2.0928 0.3 0.3 0.2
H -0.6168 -3.3501 -0.7754 -0.2 -0.1 -0.1
H -0.2655 -2.1966 -2.8328 -0.1 -0.1 -0.1
C -3.1570 0.0274 -0.5585 -2.0 -0.4 -0.2
C -5.4360 0.8296 -0.1159 0.0 -0.4 -0.3
C -4.0694 0.9362 0.0876 0.4 -0.5 -0.5
C -3.7270 -1.0530 -1.3258 0.3 0.7 0.3
C -5.0944 -1.1300 -1.5276 -0.1 0.3 0.3
C -5.9530 -0.1897 -0.9338 -0.1 0.1 0.0
H -6.1089 1.5471 0.3618 0.1 -0.2 -0.2
H -3.6365 1.7127 0.7231 -0.2 -0.1 -0.2
H -3.0289 -1.7874 -1.7409 -0.3 0.3 0.0
H -5.4996 -1.9304 -2.1538 0.1 0.2 0.2
H -7.0268 -0.2563 -1.1024 0.2 0.0 0.0
C 3.2440 -0.1358 0.7093 -2.2 -0.9 -1.2
O 2.2039 -0.4447 0.0642 3.5 0.9 1.5
C 3.1934 0.5634 2.0136 0.4 0.6 0.8
H 4.1749 1.0201 2.2124 -0.3 -0.1 0.0
H 3.0067 -0.1455 2.8326 -0.1 0.0 -0.2
H 2.4313 1.3497 2.0507 -0.1 -0.3 -0.2
C 4.5982 -0.4973 0.2321 0.4 -0.2 -0.5
H 5.1908 0.4211 0.1156 -0.1 -0.2 0.0
H 4.5928 -1.0593 -0.7079 -0.1 0.1 0.2
H 5.0847 -1.0945 1.0142 0.0 0.1 -0.1
C -1.1707 1.9740 3.1085 -0.2 0.5 -0.6
N -0.6468 0.9641 4.0211 0.3 -0.4 0.4
C -0.7873 1.2351 5.4444 0.0 -0.2 0.2
C -0.0899 -0.1160 3.4476 -0.2 0.4 -2.0
O -0.1351 -0.1389 2.1533 0.1 -0.4 3.1
N 0.5130 -1.1565 4.0417 0.2 -0.1 0.2
C 0.7791 -1.3449 5.4608 -0.1 -0.3 0.1
C 1.0026 -2.2660 3.2105 0.0 -0.1 -0.2
H -1.6206 2.7679 3.7065 0.0 -0.1 -0.1
H -1.9284 1.5434 2.4399 0.2 0.2 0.1
H -0.3637 2.4007 2.4947 -0.3 -0.2 0.1
H -1.3026 0.4075 5.9568 0.2 0.4 -0.1
H 0.1861 1.4465 5.9156 -0.4 0.0 0.0
H -1.4055 2.1290 5.5282 0.1 -0.2 0.2
H 0.2053 -2.2147 5.8173 0.2 0.2 0.0
H 1.8490 -1.5567 5.5886 -0.2 0.0 0.0
H 0.5215 -0.4754 6.0603 0.2 -0.4 -0.2
H 0.8049 -2.0913 2.1484 0.0 -0.1 0.5
H 2.0872 -2.3875 3.3451 -0.2 0.0 0.1
H 0.5019 -3.1974 3.5041 0.1 0.2 0.0
```
Forces are in eV/Å.

=====

The following is a quantum chemistry calculation of a single C18H38O molecule, from the Open Molecules 2025 dataset.

Kohn-Sham gap: 0.40992 Eh
ΔE to the lowest compared entry with this formula, charge and spin: 0.00 kcal per mole
SMILES string: CCCCCCCCCCCCCCCCCCO
E_tot: -21330.789 eV

XYZ file:
```
57
Properties=species:S:1:pos:R:3:forces:R:3
C -4.6398 -2.7472 -6.1569 0.0 0.0 0.3
C -3.9220 -2.1624 -4.9468 0.1 0.0 -0.3
C -2.6986 -1.3433 -5.3511 -0.2 -0.1 0.5
C -1.9714 -0.7614 -4.1417 0.1 0.1 -0.5
C -0.7452 0.0552 -4.5428 -0.2 -0.1 0.5
C -0.0132 0.6192 -3.3275 0.1 0.1 -0.5
C 1.2157 1.4348 -3.7248 0.0 -0.2 0.3
C 2.0385 1.9012 -2.5230 -0.3 0.2 -0.2
C 1.3295 2.9674 -1.6910 0.3 0.0 0.1
C 2.1811 3.4987 -0.5366 0.0 -0.1 0.0
C 2.5848 2.4485 0.5007 -0.3 0.2 -0.1
C 1.3943 1.7484 1.1518 0.5 -0.1 0.1
C 1.8267 0.8165 2.2813 -0.5 0.1 -0.2
C 0.6388 0.0806 2.8965 0.5 -0.1 0.2
C 1.0612 -0.8590 4.0232 -0.5 0.0 -0.1
C -0.1345 -1.6012 4.6151 0.3 -0.1 0.1
C 0.2556 -2.5735 5.7297 -0.1 0.4 0.1
C 0.5653 -1.8631 7.0492 0.3 -0.5 -0.2
O -0.5332 -1.1414 7.5537 -0.4 0.2 0.1
H -4.9757 -1.9538 -6.8211 -0.1 0.0 -0.1
H -3.9736 -3.4009 -6.7160 0.0 -0.1 -0.1
H -5.5072 -3.3253 -5.8466 -0.1 -0.1 -0.1
H -4.6124 -1.5266 -4.3876 0.0 0.0 0.1
H -3.6096 -2.9728 -4.2839 0.0 0.0 0.1
H -3.0112 -0.5300 -6.0104 0.0 0.0 -0.1
H -2.0106 -1.9782 -5.9145 0.0 0.0 -0.1
H -2.6595 -0.1263 -3.5783 0.0 0.0 0.1
H -1.6613 -1.5758 -3.4822 0.0 0.0 0.1
H -1.0546 0.8777 -5.1922 0.0 0.0 -0.1
H -0.0623 -0.5772 -5.1154 0.0 0.0 -0.1
H -0.7038 1.2437 -2.7582 0.0 0.0 0.1
H 0.2978 -0.2063 -2.6822 0.0 0.0 0.1
H 0.9021 2.3020 -4.3108 0.0 0.0 -0.1
H 1.8508 0.8174 -4.3654 0.0 0.0 -0.1
H 2.9871 2.3104 -2.8803 0.1 0.0 0.1
H 2.2648 1.0352 -1.8990 0.1 -0.1 0.0
H 0.3965 2.5683 -1.2939 -0.1 0.0 0.0
H 1.0743 3.8073 -2.3427 -0.1 0.0 0.0
H 1.6206 4.2900 -0.0321 0.1 0.1 0.0
H 3.0897 3.9488 -0.9448 0.0 0.1 0.0
H 3.2344 1.7031 0.0384 0.1 0.0 0.0
H 3.1689 2.9468 1.2791 0.1 -0.1 0.0
H 0.8567 1.1637 0.4034 -0.1 0.0 0.0
H 0.7055 2.4990 1.5469 -0.1 0.0 0.0
H 2.3354 1.3948 3.0562 0.1 0.0 0.0
H 2.5416 0.0867 1.8927 0.1 0.0 0.0
H -0.0749 0.8103 3.2858 -0.1 0.0 0.0
H 0.1304 -0.4948 2.1185 -0.1 0.0 0.0
H 1.5577 -0.2787 4.8025 0.1 0.0 0.0
H 1.7824 -1.5843 3.6375 0.1 0.0 0.0
H -0.6342 -2.1562 3.8174 -0.1 0.0 0.0
H -0.8467 -0.8768 5.0160 -0.1 0.0 -0.1
H 1.1296 -3.1548 5.4304 0.0 -0.1 0.0
H -0.5682 -3.2737 5.9009 0.1 -0.1 0.1
H 1.3579 -1.1255 6.9130 0.0 -0.1 0.0
H 0.9076 -2.6027 7.7894 0.0 0.1 -0.1
H -1.2831 -1.7416 7.6347 0.1 0.1 0.0
```
Forces are in eV/Å.